# 1
{"formula": "C3H6N2S", "method": "ωB97M-V with the def2-TZVPD basis set", "elements": ["N", "C", "C", "C", "N", "S", "H", "H", "H", "H", "H", "H"], "xyz": [[-2.356, -0.537, -0.013], [-1.018, -0.772, -0.113], [-0.082, 0.201, -0.036], [1.357, -0.049, 0.068], [2.036, 1.093, -0.073], [2.150, -1.497, 0.007], [-2.679, 0.357, 0.403], [-2.989, -1.289, 0.102], [-0.638, -1.743, -0.345], [-0.383, 1.213, 0.029], [3.065, 1.082, 0.053], [1.537, 1.942, -0.081]], "forces_ev_per_angstrom": [[-0.01, 1.33, 0.29], [0.50, 1.31, 0.09], [0.12, -1.44, 0.58], [-0.75, -0.05, -1.74], [2.24, -0.22, 0.69], [-0.11, -0.45, 0.46], [0.55, -1.14, -0.57], [-0.35, -0.62, -0.02], [-0.25, -0.83, 0.20], [-0.41, 1.02, 0.22], [-1.32, 0.08, -0.24], [-0.22, 1.02, 0.04]], "mulliken_charge": [-0.44, -0.11, -0.52, 0.49, -0.36, -0.41, 0.21, 0.23, 0.34, 0.16, 0.22, 0.18], "e_lumo_ev": 0.742, "smiles": "N/C=C/C(N)=S", "homo_lumo_gap_ev": 8.68, "e_above_lowest_kj_mol": 59.5, "homo_energy_ev": -7.94, "fmax_ha_per_bohr": 0.04584, "charge": 0}



# 2
{"formula": "C3H6N2S2", "method": "ωB97M-V with the def2-TZVPD basis set", "elements": ["H", "N", "C", "N", "C", "S", "S", "C", "H", "H", "H", "H", "H"], "xyz": [[-1.155, 1.390, 1.676], [-1.710, 0.540, 1.656], [-1.326, -0.282, 0.738], [-1.949, -1.496, 0.593], [-0.233, -0.071, -0.223], [-0.285, -0.724, -1.726], [1.060, 0.866, 0.488], [2.328, 0.877, -0.871], [-2.779, -1.645, 1.174], [-1.680, -2.054, -0.183], [2.661, -0.186, -1.021], [1.897, 1.281, -1.846], [3.172, 1.503, -0.455]], "forces_ev_per_angstrom": [[0.00, -0.01, -0.15], [0.33, -0.55, -0.62], [-1.55, -0.30, 1.34], [-0.33, 1.12, 1.28], [1.20, 0.25, -0.77], [0.35, 0.38, 0.35], [0.36, -0.25, -1.23], [-0.15, -0.03, -0.02], [0.68, -0.11, -0.66], [-0.26, -0.50, -0.40], [-0.27, 1.08, 0.07], [0.61, -0.43, 1.46], [-0.97, -0.67, -0.65]], "mulliken_charge": [0.23, -0.73, 0.55, -0.40, 0.17, -0.29, 0.00, -0.85, 0.26, 0.15, 0.31, 0.29, 0.32], "e_lumo_ev": -0.816, "smiles": "[H]/N=C(/N)C(=S)SC", "homo_lumo_gap_ev": 8.15, "e_above_lowest_kj_mol": 51.9, "homo_energy_ev": -8.96, "fmax_ha_per_bohr": 0.04024, "charge": 0}



# 3
{"formula": "C3H6N2S2", "method": "ωB97M-V with the def2-TZVPD basis set", "elements": ["C", "C", "C", "S", "N", "N", "S", "H", "H", "H", "H", "H", "H"], "xyz": [[2.524, 0.128, -0.159], [1.345, 0.774, 0.097], [0.016, 0.411, -0.530], [-0.413, -1.427, -0.294], [-1.838, -1.128, 0.836], [-2.600, -0.194, 0.141], [-1.977, 1.295, -0.141], [2.580, -0.706, -0.950], [3.496, 0.314, 0.370], [1.262, 1.358, 0.916], [0.178, 0.660, -1.504], [-1.387, -0.661, 1.632], [-3.186, -0.824, -0.414]], "forces_ev_per_angstrom": [[-0.93, -0.29, -0.82], [1.09, -3.01, -1.01], [-0.89, -1.88, 1.72], [-0.21, 1.93, 0.28], [1.53, 0.43, -0.25], [-1.33, -1.66, 1.28], [2.57, -0.89, -0.29], [-0.17, 1.47, 1.19], [-1.31, 0.08, -0.42], [0.20, 2.36, 2.48], [-0.42, 0.12, -3.15], [-0.37, -0.14, -0.16], [0.24, 1.48, -0.85]], "mulliken_charge": [-0.58, -0.18, -0.65, 0.03, -0.45, -0.15, -0.01, 0.19, 0.25, 0.40, 0.55, 0.32, 0.28], "e_lumo_ev": 0.195, "smiles": "C=CC1SNNS1", "homo_lumo_gap_ev": 8.69, "e_above_lowest_kj_mol": 430.9, "homo_energy_ev": -8.50, "fmax_ha_per_bohr": 0.06661, "charge": 0}



# 4
{"formula": "C3H6N2S3", "method": "ωB97M-V with the def2-TZVPD basis set", "elements": ["C", "C", "C", "N", "N", "S", "S", "S", "H", "H", "H", "H", "H", "H"], "xyz": [[-2.301, 0.954, -0.087], [-0.358, -0.577, 0.094], [2.549, 0.307, 0.174], [-1.185, 1.147, -1.007], [-0.199, 0.425, -0.831], [-1.898, -0.592, 0.886], [0.151, -2.230, -0.487], [1.177, 0.247, 1.372], [-2.439, 1.818, 0.529], [-3.232, 0.642, -0.584], [3.123, 1.156, 0.456], [1.920, 0.404, -0.816], [3.127, -0.622, -0.142], [-0.434, -3.079, 0.443]], "forces_ev_per_angstrom": [[-0.21, -1.75, -0.26], [-0.28, -1.71, -1.39], [-2.18, -1.47, -2.21], [-2.37, 2.76, -0.16], [1.04, -3.06, -0.50], [-0.43, 0.95, 0.43], [0.22, -0.08, 0.31], [2.33, 0.05, 1.28], [-0.13, 0.43, 0.42], [0.29, 0.79, -0.26], [0.72, 0.45, -0.23], [1.23, 0.66, 1.59], [-0.63, 0.87, 1.40], [0.40, 1.12, -0.42]], "mulliken_spin": [-0.02, 0.23, -0.05, 0.43, 0.02, 0.04, 0.01, 1.19, 0.02, 0.03, 0.01, 0.05, 0.04, 0.01], "e_lumo_ev": [0.441, -2.689], "homo_lumo_gap_ev": [6.51, 6.17], "e_above_lowest_kj_mol": 99.7, "homo_energy_ev": [-6.07, -8.86], "multiplicity": 3, "fmax_ha_per_bohr": 0.07085, "charge": 0}



# 5
{"formula": "C3H6N3", "method": "ωB97M-V with the def2-TZVPD basis set", "elements": ["C", "C", "C", "N", "N", "N", "H", "H", "H", "H", "H", "H"], "xyz": [[0.419, -1.219, -0.005], [0.050, 1.107, -0.106], [-1.082, -0.001, 0.029], [-2.428, -0.076, -0.511], [-2.334, -0.168, 0.694], [1.113, 0.116, 0.172], [0.727, -1.973, 0.688], [0.239, -1.550, -1.049], [0.027, 1.317, -1.194], [-0.066, 1.968, 0.563], [1.374, 0.119, 1.159], [1.961, 0.357, -0.441]], "forces_ev_per_angstrom": [[-3.99, 2.82, -2.10], [-2.93, -1.41, -0.63], [2.30, -1.90, 0.58], [1.00, -0.26, -1.29], [0.27, 0.56, 1.59], [2.07, 0.32, -0.89], [-0.15, -0.19, 0.48], [1.13, 0.23, 0.66], [0.48, 0.49, 0.74], [0.57, -0.20, -0.30], [0.34, 0.42, -0.11], [-1.09, -0.86, 1.26]], "mulliken_charge": [-0.63, -0.45, 0.45, -0.18, -0.17, -0.12, 0.37, 0.30, 0.31, 0.37, 0.38, 0.38], "e_lumo_ev": -4.021, "homo_lumo_gap_ev": 10.88, "e_above_lowest_kj_mol": 442.6, "homo_energy_ev": -14.90, "fmax_ha_per_bohr": 0.10333, "charge": 1}



# 6
{"formula": "C3H6N3O", "method": "ωB97M-V with the def2-TZVPD basis set", "elements": ["H", "N", "N", "C", "C", "C", "N", "O", "H", "H", "H", "H", "H"], "xyz": [[3.080, -1.210, -0.255], [2.312, -0.820, 0.262], [1.964, 0.261, -0.172], [0.979, 1.070, 0.089], [-0.372, 0.970, -0.096], [-1.163, -0.172, -0.028], [-0.741, -1.431, -0.152], [-2.464, 0.030, 0.109], [1.325, 2.152, 0.124], [-0.966, 1.971, 0.066], [0.226, -1.725, -0.339], [-1.408, -2.107, 0.167], [-2.771, 1.012, 0.226]], "forces_ev_per_angstrom": [[0.76, -0.03, -0.90], [-1.00, 0.03, 1.74], [1.93, -1.65, -1.58], [-1.62, 3.58, -0.11], [-0.01, 2.85, 1.19], [-0.53, -0.40, -0.80], [-0.56, 0.93, 0.37], [-0.48, 0.88, 0.46], [-0.15, -1.43, 0.48], [1.43, -2.07, -0.66], [-0.86, 0.53, 0.39], [-0.12, -0.67, -0.23], [1.23, -2.55, -0.34]], "mulliken_charge": [0.28, -0.43, 0.15, 0.00, -0.61, 1.06, -0.32, -0.47, 0.31, 0.13, 0.20, 0.29, 0.39], "e_lumo_ev": [-5.637, -5.635], "smiles": "[H]/N=N/C=C\\C(=[NH2+])O", "homo_lumo_gap_ev": [8.13, 8.13], "e_above_lowest_kj_mol": 211.8, "homo_energy_ev": [-13.77, -13.77], "fmax_ha_per_bohr": 0.07649, "charge": 1}



# 7
{"formula": "C3H6N3O", "method": "ωB97M-V with the def2-TZVPD basis set", "elements": ["C", "C", "C", "N", "N", "N", "O", "H", "H", "H", "H", "H", "H"], "xyz": [[0.901, 0.900, -0.002], [-0.380, 1.571, 0.093], [-1.734, -0.256, -0.656], [1.170, -0.375, -0.099], [-2.307, -1.122, 0.153], [2.360, -0.830, -0.303], [-1.447, 0.944, -0.164], [1.716, 1.612, 0.209], [-0.664, 2.626, 0.138], [-2.791, -2.009, -0.048], [-2.386, -0.924, 1.186], [2.327, -1.873, -0.258], [3.234, -0.263, -0.249]], "forces_ev_per_angstrom": [[0.90, 2.82, 1.32], [1.23, -1.75, -1.16], [-0.50, -2.65, -1.32], [-1.21, 0.16, -0.58], [0.06, 1.46, 2.29], [-0.59, -0.87, 0.67], [-1.97, -0.53, 1.31], [-0.06, -0.28, -0.47], [1.29, -0.07, 0.44], [0.87, 0.83, -0.93], [0.03, 0.02, -1.25], [0.89, 1.41, -0.18], [-0.93, -0.57, -0.14]], "mulliken_charge": [0.05, -0.13, -0.04, 0.01, -0.21, -0.38, -0.15, 0.33, 0.41, 0.27, 0.26, 0.29, 0.28], "e_lumo_ev": [-5.539, -5.540], "homo_lumo_gap_ev": [7.71, 7.71], "e_above_lowest_kj_mol": 379.2, "homo_energy_ev": [-13.25, -13.25], "fmax_ha_per_bohr": 0.06297, "charge": 1}



# 8
{"formula": "C3H6N3O2", "method": "ωB97M-V with the def2-TZVPD basis set", "elements": ["C", "C", "C", "N", "N", "N", "O", "O", "H", "H", "H", "H", "H", "H"], "xyz": [[2.718, -0.388, -0.051], [-2.631, -0.607, 0.699], [-2.075, -0.332, -0.539], [0.717, 0.549, -0.143], [2.720, 1.037, 0.052], [1.492, 1.483, 0.046], [3.629, -1.150, -0.033], [1.357, -0.659, -0.120], [-2.642, 0.242, -1.409], [-3.261, 0.258, 1.287], [-2.445, -1.574, 1.338], [-1.569, -1.180, -1.124], [-1.379, 0.599, -0.407], [3.370, 1.722, 0.404]], "forces_ev_per_angstrom": [[1.10, 0.56, 0.73], [-1.32, 1.22, 2.80], [0.30, -0.61, -3.47], [-2.13, 0.37, 0.47], [0.38, -0.87, 0.39], [-0.64, 0.58, -0.66], [-0.89, 0.36, -0.15], [1.44, -0.20, -0.63], [0.24, -0.64, 2.04], [1.59, -2.26, -1.57], [-0.34, 1.81, -1.57], [-0.36, 1.23, 1.41], [-0.16, -0.95, 0.38], [0.79, -0.61, -0.18]], "mulliken_charge": [0.41, -0.03, -0.57, 0.23, 0.14, -0.54, -0.43, -0.15, 0.41, 0.29, 0.30, 0.30, 0.36, 0.29], "e_lumo_ev": -7.320, "homo_lumo_gap_ev": 6.80, "e_above_lowest_kj_mol": 513.3, "homo_energy_ev": -14.12, "fmax_ha_per_bohr": 0.06872, "charge": 1}



# 9
{"formula": "C3H6N3S", "method": "ωB97M-V with the def2-TZVPD basis set", "elements": ["C", "N", "C", "N", "N", "C", "S", "H", "H", "H", "H", "H", "H"], "xyz": [[-0.175, -1.895, -0.255], [-0.074, -0.514, -0.025], [-1.053, 0.632, -0.577], [-0.469, 1.758, -0.155], [0.641, 1.542, 0.512], [0.902, 0.181, 0.670], [2.196, -0.439, 1.427], [-0.679, -2.230, -1.120], [-0.618, -2.429, 0.622], [0.863, -2.281, -0.321], [-2.070, 0.647, -0.991], [-0.799, 2.736, -0.395], [1.334, 2.294, 0.607]], "forces_ev_per_angstrom": [[1.26, -2.50, 1.98], [-4.13, 6.63, -2.06], [3.65, -1.42, 2.88], [-2.83, -0.58, -2.46], [1.40, 0.09, 0.87], [0.97, -0.57, -0.26], [-0.18, 0.04, 0.02], [-0.72, 0.41, -1.10], [0.23, 0.55, -0.55], [-0.46, 0.24, 0.00], [0.70, -0.60, -0.03], [0.47, -1.56, 0.54], [-0.38, -0.73, 0.16]], "mulliken_charge": [-0.78, 0.10, -0.03, 0.01, -0.10, 0.10, -0.29, 0.37, 0.32, 0.30, 0.41, 0.30, 0.29], "e_lumo_ev": -5.041, "smiles": "C[n+]1c[nH][nH]c1=S", "homo_lumo_gap_ev": 7.92, "e_above_lowest_kj_mol": 196.6, "homo_energy_ev": -12.96, "fmax_ha_per_bohr": 0.15703, "charge": 1}



# 10
{"formula": "C3H6N4", "method": "ωB97M-V with the def2-TZVPD basis set", "elements": ["C", "N", "C", "N", "H", "H", "H", "H", "N", "C", "N", "H", "H"], "xyz": [[-1.549, 0.908, 0.284], [-0.730, -0.247, 0.449], [-0.593, -1.285, -0.145], [-0.444, -2.446, -0.442], [-1.067, 1.735, 0.809], [-1.677, 1.174, -0.768], [-2.532, 0.735, 0.723], [0.247, -2.808, -1.068], [1.640, 0.772, -1.139], [1.682, 0.416, 0.014], [2.105, -0.022, 1.055], [1.313, 1.649, -1.490], [1.605, -0.581, 1.719]], "forces_ev_per_angstrom": [[-0.13, 0.38, -0.20], [-0.31, -0.16, 0.22], [-0.13, 0.23, 0.68], [-0.20, -1.01, -0.31], [-0.18, 0.04, -0.08], [-0.01, 0.04, 0.05], [0.02, 0.07, 0.02], [0.21, 0.14, -0.30], [-0.29, 0.01, -1.14], [1.17, 0.06, 0.05], [0.44, -0.12, 0.92], [-0.20, 0.30, 0.15], [-0.37, 0.03, -0.06]], "mulliken_charge": [-0.83, -0.33, 0.57, -0.58, 0.25, 0.33, 0.34, 0.27, -0.50, 0.54, -0.59, 0.25, 0.30], "e_lumo_ev": 0.734, "smiles": "CN=C=N.N=C=N", "homo_lumo_gap_ev": 10.56, "e_above_lowest_kj_mol": 193.2, "homo_energy_ev": -9.82, "fmax_ha_per_bohr": 0.02290, "charge": 0}